{
  "formula": "C65H73ClInN12O2S2",
  "method": "the ωB97M-V functional and the def2-TZVPD basis",
  "elements": ["O", "C", "Cl", "C", "In", "C", "C", "C", "S", "C", "S", "N", "C", "C", "O", "C", "C", "H", "H", "H", "H", "H", "H", "H", "H", "H", "H", "H", "H", "H", "H", "H", "H", "H", "H", "N", "C", "C", "C", "C", "C", "H", "H", "H", "H", "H", "N", "C", "C", "C", "C", "C", "H", "H", "H", "H", "H", "N", "C", "C", "C", "C", "C", "H", "H", "H", "H", "H", "N", "C", "C", "C", "C", "C", "H", "H", "H", "H", "H", "N", "C", "C", "C", "C", "C", "H", "H", "H", "H", "H", "N", "C", "C", "C", "C", "C", "H", "H", "H", "H", "H", "N", "C", "C", "C", "C", "C", "H", "H", "H", "H", "H", "N", "C", "C", "C", "C", "C", "H", "H", "H", "H", "H", "N", "C", "C", "C", "C", "C", "H", "H", "H", "H", "H", "N", "C", "C", "C", "C", "C", "H", "H", "H", "H", "H", "N", "C", "C", "C", "C", "C", "H", "H", "H", "H", "H"],
  "coordinates": [[-0.468665, -2.225636, 3.113028], [0.529618, -2.119788, 2.516960], [1.073399, -3.810288, 1.730874], [1.432767, -1.008757, 2.211254], [0.590008, 0.967944, 2.969125], [0.723314, 2.359718, 1.224806], [0.642874, 1.672335, -0.158785], [-0.291914, 2.323416, -1.195189], [-1.729138, 1.371178, -1.752832], [-2.702113, 0.956609, -0.312745], [-2.180334, -0.006452, 0.883085], [-3.988355, 1.475360, -0.440817], [-4.125301, 2.925361, -0.526564], [-4.194278, 3.600429, 0.865580], [-4.181445, 2.686462, 1.930601], [-5.107930, 1.634382, 1.798523], [-4.986152, 0.899084, 0.445050], [2.424756, -1.205262, 2.626814], [1.554620, -1.002475, 1.122147], [1.528049, 1.593860, 4.314881], [-1.095523, 0.718208, 3.414011], [-0.045723, 3.133933, 1.330270], [1.686910, 2.876264, 1.280502], [0.405240, 0.609307, -0.088272], [1.650614, 1.727080, -0.589415], [-0.596570, 3.324022, -0.880296], [0.232921, 2.453085, -2.147025], [-5.047833, 3.139008, -1.078132], [-3.303983, 3.338706, -1.109339], [-3.319936, 4.235148, 1.013397], [-5.086460, 4.245471, 0.908950], [-6.139738, 1.987931, 1.947388], [-4.874732, 0.943030, 2.608704], [-5.950259, 0.957511, -0.076208], [-4.779169, -0.155495, 0.597878], [-1.053381, -9.814786, 1.090258], [0.066524, -9.243235, 0.647146], [0.465085, -7.957100, 0.983212], [-0.347126, -7.222643, 1.832814], [-1.520429, -7.796181, 2.298657], [-1.824154, -9.090152, 1.900815], [0.674237, -9.850997, -0.016086], [1.384674, -7.539514, 0.592575], [-0.056290, -6.218366, 2.113074], [-2.184871, -7.253934, 2.958509], [-2.731165, -9.574429, 2.248997], [-1.427673, 4.936087, -3.475390], [-0.891301, 6.022582, -4.027250], [-0.801622, 6.226590, -5.396653], [-1.297135, 5.242496, -6.238118], [-1.857346, 4.105406, -5.678438], [-1.899487, 3.997361, -4.294918], [-0.512677, 6.773181, -3.342935], [-0.360297, 7.135451, -5.778296], [-1.247252, 5.360685, -7.313839], [-2.254588, 3.311135, -6.296377], [-2.326968, 3.124282, -3.814154], [2.513114, 4.384987, 4.036413], [3.660493, 4.835326, 3.542655], [4.108741, 6.138769, 3.712514], [3.317196, 7.020227, 4.432585], [2.115547, 6.561788, 4.948814], [1.761698, 5.237235, 4.723358], [4.247901, 4.115201, 2.981631], [5.054737, 6.450955, 3.287999], [3.626799, 8.046602, 4.586408], [1.464282, 7.214008, 5.515538], [0.831844, 4.833874, 5.111435], [4.495850, -1.995535, 4.689178], [5.601925, -1.423235, 5.155341], [6.882726, -1.837499, 4.819378], [7.022412, -2.902125, 3.943609], [5.878936, -3.500929, 3.442077], [4.642292, -3.013752, 3.844159], [5.451746, -0.587286, 5.830227], [7.745606, -1.330719, 5.230693], [8.004490, -3.252564, 3.651207], [5.936440, -4.326412, 2.745191], [3.728549, -3.452393, 3.457574], [3.588527, -7.773591, -0.040832], [4.645478, -7.145838, 0.467211], [5.952257, -7.427386, 0.097119], [6.171989, -8.414101, -0.849647], [5.079032, -9.075261, -1.387549], [3.812516, -8.716895, -0.951650], [4.431830, -6.376598, 1.201513], [6.773044, -6.879808, 0.539640], [7.177312, -8.661521, -1.166074], [5.201025, -9.850646, -2.131660], [2.932565, -9.208066, -1.354542], [4.150956, -3.546601, -1.647730], [4.160047, -3.618478, -2.979400], [3.061352, -3.983862, -3.745091], [1.876751, -4.296168, -3.093249], [1.851441, -4.208567, -1.713349], [3.000081, -3.832660, -1.036872], [5.103613, -3.375154, -3.458340], [3.138186, -4.031169, -4.823556], [0.988307, -4.597036, -3.634112], [0.955530, -4.428441, -1.147670], [2.979648, -3.784086, 0.043919], [-0.092686, 9.301781, -4.415561], [1.071443, 9.806391, -4.816732], [1.432724, 11.133921, -4.641490], [0.534343, 11.984110, -4.016881], [-0.681664, 11.472023, -3.594542], [-0.945409, 10.128222, -3.815638], [1.749353, 9.110810, -5.300410], [2.395261, 11.487518, -4.985038], [0.778790, 13.026850, -3.859832], [-1.413067, 12.096697, -3.100367], [-1.883768, 9.689171, -3.494356], [-0.706685, -6.148064, -4.098980], [-1.009270, -6.409117, -2.828968], [-2.243957, -6.887150, -2.416538], [-3.220535, -7.099692, -3.375297], [-2.920279, -6.830594, -4.702545], [-1.651932, -6.361698, -5.011403], [-0.220557, -6.232896, -2.105341], [-2.422773, -7.086550, -1.368900], [-4.198596, -7.471426, -3.095159], [-3.651221, -6.982224, -5.485371], [-1.379628, -6.145463, -6.038885], [-5.609881, -2.428374, 0.469972], [-5.310096, -3.049493, 1.608434], [-4.741932, -4.313317, 1.663322], [-4.473623, -4.967930, 0.472473], [-4.778532, -4.332698, -0.721066], [-5.340238, -3.065605, -0.666515], [-5.526035, -2.503339, 2.520060], [-4.509193, -4.765140, 2.617700], [-4.026723, -5.954079, 0.475954], [-4.579359, -4.801327, -1.675909], [-5.580828, -2.528276, -1.577620], [-8.372012, -1.352280, -3.389849], [-8.761955, -1.863552, -4.555071], [-9.114444, -3.193410, -4.731361], [-9.057860, -4.041395, -3.636258], [-8.653564, -3.523767, -2.417162], [-8.323435, -2.177330, -2.346332], [-8.791043, -1.171961, -5.390319], [-9.423825, -3.551730, -5.704017], [-9.323143, -5.086697, -3.732346], [-8.588838, -4.144973, -1.533972], [-7.999800, -1.740747, -1.407221], [4.858063, 10.609420, 5.340436], [5.062946, 11.171212, 6.529135], [6.207248, 10.968430, 7.286423], [7.192643, 10.134268, 6.783341], [6.992843, 9.541518, 5.547526], [5.813671, 9.812385, 4.869228], [4.269051, 11.814073, 6.893445], [6.317961, 11.452016, 8.247465], [8.098512, 9.947278, 7.345537], [7.730484, 8.879199, 5.115610], [5.621950, 9.365804, 3.899316]],
  "atomic_forces_ev_per_a": [[-0.18, -0.16, 0.19], [-0.08, 0.73, 0.26], [0.26, -0.49, -0.13], [-0.07, -0.09, -0.24], [-0.17, 0.41, 0.02], [0.08, -0.25, -0.21], [0.36, 0.19, 0.00], [0.33, -0.03, 0.19], [-0.05, 0.04, -0.19], [0.05, 0.32, -0.16], [-0.08, -0.18, -0.07], [0.49, -0.25, 0.87], [-0.38, 0.11, -0.48], [0.05, 0.10, -0.08], [0.08, -0.03, -0.02], [0.11, -0.29, 0.12], [-0.73, 0.14, -0.15], [-0.10, -0.12, 0.09], [0.03, 0.01, 0.06], [0.10, -0.20, 0.05], [0.03, -0.04, 0.05], [-0.05, -0.11, 0.02], [-0.12, 0.11, 0.13], [-0.08, 0.05, -0.02], [-0.05, -0.19, -0.04], [-0.15, -0.10, 0.02], [-0.08, 0.03, 0.01], [0.03, -0.06, 0.01], [0.01, -0.10, 0.02], [-0.02, -0.03, 0.04], [-0.01, -0.07, 0.05], [0.06, 0.15, -0.07], [0.03, 0.06, 0.00], [0.08, 0.06, -0.05], [0.09, 0.12, -0.05], [-0.01, 0.00, 0.00], [-0.04, 0.00, -0.02], [-0.11, 0.04, -0.02], [0.03, 0.11, 0.00], [0.02, -0.05, -0.03], [-0.01, -0.01, -0.02], [0.01, 0.01, 0.01], [0.00, -0.10, 0.03], [-0.08, 0.04, 0.03], [0.00, -0.01, 0.02], [0.00, 0.01, 0.01], [-0.02, 0.00, 0.02], [0.01, 0.01, 0.04], [-0.03, -0.12, -0.07], [0.02, 0.00, 0.00], [0.01, 0.00, 0.00], [-0.03, 0.05, -0.01], [0.00, 0.02, -0.02], [-0.02, 0.02, 0.04], [0.00, 0.00, 0.00], [0.00, -0.01, 0.01], [0.01, -0.01, -0.02], [0.08, 0.10, -0.05], [-0.01, 0.02, 0.00], [0.00, 0.02, 0.02], [0.00, 0.02, -0.01], [0.02, -0.03, -0.01], [-0.02, -0.02, 0.02], [0.01, 0.01, 0.00], [0.00, -0.01, -0.01], [-0.02, 0.01, 0.02], [-0.01, 0.00, 0.00], [0.00, 0.01, 0.00], [0.02, -0.06, -0.05], [-0.04, 0.02, 0.04], [0.01, 0.00, -0.02], [0.00, 0.00, -0.01], [0.01, -0.01, 0.00], [-0.01, 0.03, -0.03], [0.01, 0.00, 0.00], [0.00, 0.00, 0.00], [0.00, 0.00, 0.00], [-0.01, 0.00, -0.01], [-0.04, -0.01, 0.01], [0.09, -0.01, -0.06], [-0.04, 0.05, 0.01], [0.00, -0.02, -0.01], [-0.01, 0.00, 0.00], [0.01, 0.01, 0.00], [0.00, 0.01, 0.00], [0.01, 0.01, -0.01], [0.00, 0.01, 0.00], [0.00, 0.00, 0.00], [-0.01, 0.00, -0.01], [0.01, -0.01, -0.01], [-0.05, -0.02, -0.08], [0.00, -0.02, 0.01], [0.04, -0.03, 0.08], [-0.03, 0.11, 0.00], [-0.13, -0.07, 0.05], [0.22, -0.10, -0.02], [-0.01, 0.00, -0.02], [0.01, 0.02, 0.00], [0.12, 0.00, -0.09], [0.00, 0.07, 0.03], [0.11, 0.11, -0.04], [0.06, 0.08, -0.01], [-0.01, 0.00, 0.01], [-0.01, 0.01, 0.00], [0.00, 0.00, 0.00], [0.01, 0.01, 0.00], [-0.01, -0.03, 0.01], [0.01, 0.01, 0.00], [0.00, -0.01, 0.00], [0.00, 0.00, 0.00], [0.00, -0.01, 0.01], [-0.01, 0.01, 0.00], [-0.10, -0.07, -0.05], [0.10, -0.01, 0.01], [-0.03, -0.01, -0.01], [0.00, 0.00, -0.01], [0.01, -0.01, 0.02], [-0.04, 0.00, 0.05], [-0.01, 0.00, 0.01], [0.01, -0.01, 0.03], [0.01, 0.00, 0.00], [0.00, 0.00, 0.00], [-0.02, 0.01, 0.00], [-0.12, -0.09, 0.01], [0.03, 0.02, -0.01], [0.00, -0.01, -0.01], [0.00, -0.01, -0.02], [-0.01, 0.00, 0.02], [0.04, 0.02, -0.02], [0.02, -0.01, 0.01], [0.02, 0.02, 0.01], [0.03, -0.01, 0.01], [0.03, 0.02, -0.01], [0.03, -0.03, -0.03], [-0.03, -0.01, -0.02], [0.01, 0.00, 0.00], [0.00, 0.00, 0.01], [0.00, 0.00, 0.00], [0.00, -0.02, 0.00], [0.01, 0.07, 0.04], [-0.01, -0.01, -0.01], [0.00, 0.01, -0.01], [0.00, 0.00, 0.00], [0.02, 0.01, 0.01], [0.01, -0.02, 0.01], [0.00, 0.00, 0.00], [-0.01, -0.01, -0.01], [0.01, 0.00, -0.01], [0.00, 0.00, 0.00], [0.01, 0.01, 0.01], [-0.01, 0.00, -0.03], [0.01, 0.00, 0.01], [-0.01, 0.00, 0.00], [0.00, 0.00, 0.00], [-0.01, 0.00, -0.01], [0.03, -0.01, 0.00]],
  "mulliken_charge": [-0.46, 0.58, -0.36, -0.78, 0.93, -1.22, -0.28, -0.71, -0.25, 0.11, -0.17, -0.01, -0.23, -0.58, -0.35, -0.54, -0.42, 0.28, 0.20, -0.47, -0.43, 0.34, 0.40, 0.14, 0.45, 0.41, 0.28, 0.45, -0.11, 0.43, 0.25, 0.29, 0.32, 0.46, -0.07, -0.65, -0.30, 0.08, -0.26, -0.49, -0.37, 0.25, 0.60, 0.41, 0.49, 0.37, -0.23, -0.33, -0.14, -0.37, -0.71, -0.03, 0.42, 0.33, 0.37, 0.38, 0.31, -0.22, -0.41, -0.33, 0.18, -0.68, -0.26, 0.34, 0.36, 0.27, 0.37, 0.39, -0.41, -0.31, -0.34, -0.35, -0.31, -0.14, 0.36, 0.36, 0.36, 0.35, 0.46, -0.12, -0.22, -0.53, -0.29, -0.66, -0.19, 0.43, 0.38, 0.37, 0.37, 0.34, -0.60, -0.38, -0.42, -0.17, -0.15, -0.18, 0.35, 0.39, 0.34, 0.53, 0.37, -0.21, -0.07, -0.64, -0.12, -0.64, -0.13, 0.36, 0.35, 0.36, 0.35, 0.39, -0.35, -0.14, -0.55, -0.34, -0.43, -0.38, 0.47, 0.52, 0.42, 0.37, 0.36, -0.20, -0.33, -0.54, 0.11, -0.69, -0.56, 0.35, 0.40, 0.43, 0.39, 0.71, -0.53, -0.19, -0.35, -0.33, -0.31, -0.28, 0.35, 0.35, 0.37, 0.39, 0.53, -0.56, -0.18, -0.35, -0.21, -0.41, -0.18, 0.36, 0.35, 0.36, 0.35, 0.49],
  "lumo_energy_ha": 0.072,
  "homo_lumo_gap_ev": 6.5,
  "fmax_ev_per_a": 1.035,
  "total_charge": -1
}